#1
Molecular formula: C2H7O2
Method: DFT, ωB97M-V/def2-TZVPD

Structure (XYZ):
```
11
Properties=species:S:1:pos:R:3:lowdin_charge:R:1
O 0.94 1.07 0.52 0.072
C -1.40 0.64 -0.14 0.297
H -1.34 1.41 0.61 0.106
H 1.81 1.23 0.15 0.149
H -0.10 -1.76 -0.29 0.084
H 1.14 -1.23 1.05 0.193
C 0.70 -1.13 -0.08 0.044
O 0.26 0.22 -0.32 -0.209
H -1.84 -0.14 0.29 0.057
H -1.64 1.10 -1.07 0.114
H 1.48 -1.39 -0.73 0.092
```

Spin multiplicity: 1
Lowest unoccupied orbital energy: -4.64 eV
Net charge: +1
Highest occupied orbital energy: -0.6377 Eh
Frontier orbital gap: 12.711 eV

---

#2
Molecular formula: C2H7O2
Method: DFT, ωB97M-V/def2-TZVPD

Structure (XYZ):
```
11
Properties=species:S:1:pos:R:3:lowdin_charge:R:1
H -0.07 2.12 -0.74 0.161
O 0.16 0.29 0.35 -0.062
H -0.81 -0.81 1.85 0.204
H -1.72 -0.56 0.26 0.103
C -0.08 1.00 -0.83 0.008
O 2.17 -0.48 0.24 0.062
H 2.59 -0.44 1.17 0.098
H 0.70 0.84 -1.66 0.179
H -0.27 -1.64 0.25 0.147
C -0.74 -0.72 0.62 -0.002
H -1.00 0.69 -1.28 0.103
```

Spin multiplicity: 1
Lowest unoccupied orbital energy (spin up / spin down): -6.51 / -9.44 eV
Net charge: +1
Highest occupied orbital energy (spin up / spin down): -0.6086 / -0.6365 Eh
Frontier orbital gap (spin up / spin down): 10.049 / 7.882 eV

---

It comes down to #1, which is 0.0350 hartree more stable than the next structure.